P:
Here is one molecule with the formula C5H10O from the Open Molecules 2025 dataset. Energies are from the ωB97M-V functional and the def2-TZVPD basis.

Geometry (Å):
C  -0.3630  1.9147  0.3685
C  -0.5411  0.7498  -0.6123
C  0.3694  -0.4092  -0.2580
O  1.7230  -0.2085  -0.5747
C  0.1552  -1.1082  1.0415
C  -0.1133  -1.8312  -0.2583
H  -1.2646  2.5305  0.4402
H  0.4752  2.5592  0.0900
H  -0.1508  1.5195  1.3673
H  -0.3302  1.0691  -1.6427
H  -1.5816  0.4027  -0.6058
H  1.8213  -0.3860  -1.5192
H  1.0457  -1.3652  1.6060
H  -0.7012  -0.8067  1.6411
H  0.6035  -2.5876  -0.5656
H  -1.1475  -2.0427  -0.5183

Results
HOMO-LUMO gap   10.875 eV
Spin multiplicity   1
Highest occupied orbital energy   -0.3618 Ha

Results of the Mulliken charge analysis, in e, for atoms 1 through 5: atom 1 (C): -1.118, atom 2 (C): -0.630, atom 3 (C): 0.780, atom 4 (O): -0.550, atom 5 (C): -0.703



Q:
Here is C5H10O as an isolated structure from the Open Molecules 2025 dataset. Energies are from the ωB97M-V functional and the def2-TZVPD basis.

Geometry (Å):
C  -0.2004  -0.8641  2.1337
C  -0.6961  -0.5196  0.7540
C  -0.2835  0.8057  0.1461
C  -0.1700  0.0032  -1.1309
C  0.9600  0.5117  -2.0092
O  -0.0394  -1.2127  -0.3420
H  -0.5785  -1.8302  2.4769
H  0.8935  -0.8799  2.1439
H  -0.5370  -0.0881  2.8319
H  -1.7874  -0.6476  0.6717
H  -0.9188  1.6903  0.1553
H  0.7362  1.0553  0.4685
H  -1.1193  -0.0744  -1.6824
H  1.1364  1.5546  -1.7122
H  1.8962  -0.0225  -1.8351
H  0.7081  0.5184  -3.0702

Results
HOMO-LUMO gap   10.871 eV
Spin multiplicity   1
Highest occupied orbital energy   -0.3546 Ha

Results of the Mulliken charge analysis, in e, for atoms 1 through 5: atom 1 (C): -1.366, atom 2 (C): 0.383, atom 3 (C): -0.907, atom 4 (C): 0.449, atom 5 (C): -1.309



Energies relative to the most stable structure, in hartree: P 0.0000; Q 0.0070.



P:
Here is one molecule with the formula C5H10O from the Open Molecules 2025 dataset. Energies are from the ωB97M-V functional and the def2-TZVPD basis.

Geometry (Å):
C  2.0995  -0.0008  0.0452
C  0.8370  -0.0357  -0.7524
O  0.9014  -0.0721  -1.9789
C  -0.5664  -0.2302  -0.2704
C  -1.4926  0.9785  -0.4261
C  -0.7508  -0.8603  1.1399
H  2.0327  0.6057  0.9483
H  2.3644  -1.0225  0.3458
H  2.8733  0.3663  -0.6298
H  -0.6217  -0.6525  -1.3710
H  -1.2847  1.4814  -1.3735
H  -1.4272  1.7028  0.3918
H  -2.5279  0.6141  -0.4638
H  -0.6018  -0.1144  1.9497
H  -0.0645  -1.6856  1.3575
H  -1.7699  -1.2352  1.2790

Results
HOMO-LUMO gap   10.660 eV
Spin multiplicity   1
Highest occupied orbital energy   -0.3577 Ha

Results of the Mulliken charge analysis, in e, for atoms 1 through 5: atom 1 (C): -1.174, atom 2 (C): 0.343, atom 3 (O): -0.581, atom 4 (C): 0.855, atom 5 (C): -1.221



Q:
Here is a 2-piece molecular cluster, C5H10O overall from the Open Molecules 2025 dataset. Energies are from the ωB97M-V functional and the def2-TZVPD basis.

Geometry (Å):
C  1.2189  -1.3933  0.7765
C  0.9390  -0.3007  -0.1888
C  -0.4369  -1.0133  -0.7785
C  0.8500  -1.6763  -0.6357
H  0.5073  -1.5710  1.5773
H  2.2639  -1.5747  1.0192
H  1.6500  0.5044  -0.4423
H  -0.7885  -0.7834  -1.7877
H  -1.2681  -1.4469  -0.1868
H  1.3943  -2.1721  -1.3950
C  -1.1694  2.2227  0.2536
O  -0.7416  1.2279  1.1404
H  -2.0762  2.6760  0.6598
H  -1.3929  1.8386  -0.7558
H  -0.4078  3.0048  0.1530
H  -0.5419  0.4572  0.5907

Results
HOMO-LUMO gap   10.471 eV
Spin multiplicity   1
Highest occupied orbital energy   -0.3448 Ha

Results of the Mulliken charge analysis, in e, for atoms 1 through 5: atom 1 (C): -0.411, atom 2 (C): -0.201, atom 3 (C): -0.575, atom 4 (C): -0.357, atom 5 (H): 0.155



R:
Here is a 2-piece molecular cluster, C5H10O overall from the Open Molecules 2025 dataset. Energies are from the ωB97M-V functional and the def2-TZVPD basis.

Geometry (Å):
C  2.4137  -0.3060  0.5852
C  2.0250  -1.2970  -0.1730
O  1.7805  -2.2832  -0.7363
H  2.2662  0.7505  0.4080
H  3.4108  -0.7624  0.7453
C  -1.2642  -0.8419  -0.5563
C  -0.5155  0.4485  -0.2436
C  -1.3383  1.4890  0.5033
H  -2.1488  -0.6552  -1.1736
H  -1.5917  -1.3229  0.3726
H  -0.6224  -1.5531  -1.0875
H  -0.0967  0.8779  -1.1657
H  0.3188  0.1962  0.4087
H  -0.7381  2.3803  0.7219
H  -2.2173  1.8013  -0.0688
H  -1.6820  1.0780  1.4597

Results
HOMO-LUMO gap   10.398 eV
Spin multiplicity   1
Highest occupied orbital energy   -0.3506 Ha

Results of the Mulliken charge analysis, in e, for atoms 1 through 5: atom 1 (C): -0.969, atom 2 (C): 0.786, atom 3 (O): -0.388, atom 4 (H): 0.315, atom 5 (H): 0.286



Energies relative to the most stable structure, in hartree: P 0.0000; Q 0.0848; R 0.0139.



P:
Here is a 2-piece molecular cluster, C5H10O overall from the Open Molecules 2025 dataset. Energies are from the ωB97M-V functional and the def2-TZVPD basis.

Geometry (Å):
C  -1.7037  1.3414  0.8069
O  -0.8155  1.3075  -0.3006
C  0.1504  0.3973  -0.1679
C  0.5475  -0.4877  0.7621
C  1.7282  -0.9197  -0.0854
C  1.1749  0.0372  -1.1922
H  -1.1311  1.3879  1.7424
H  -2.3559  0.4529  0.8055
H  -2.2943  2.2508  0.6964
H  0.2675  -0.6814  1.7898
H  1.8072  -1.9759  -0.3728
H  2.6875  -0.5801  0.3174
H  1.8269  0.8629  -1.4925
H  0.7916  -0.4643  -2.0922
H  -1.6813  -1.4989  -0.8172
H  -1.0748  -1.5004  -0.3356

Results
HOMO-LUMO gap   9.619 eV
Spin multiplicity   1
Highest occupied orbital energy   -0.3109 Ha

Results of the Mulliken charge analysis, in e, for atoms 1 through 5: atom 1 (C): -0.701, atom 2 (O): -0.405, atom 3 (C): 0.392, atom 4 (C): -0.642, atom 5 (C): -0.372



Q:
Here is one molecule with the formula C5H10O from the Open Molecules 2025 dataset. Energies are from the ωB97M-V functional and the def2-TZVPD basis.

Geometry (Å):
C  -1.4052  1.7334  0.5328
C  -0.6279  0.7774  -0.3100
C  0.7024  0.6628  -0.4020
C  1.2363  -0.6902  -0.8297
C  0.4686  -1.7818  0.0036
O  -0.1759  -1.2186  1.1285
H  -2.0846  1.1679  1.1882
H  -2.0169  2.3924  -0.0857
H  -0.7461  2.3288  1.1712
H  -1.2285  0.0031  -0.7944
H  1.3627  1.4322  0.0010
H  2.3149  -0.7806  -0.6564
H  1.0727  -0.8465  -1.9021
H  1.1523  -2.5542  0.3692
H  -0.2854  -2.2778  -0.6230
H  0.2606  -0.3482  1.2089

Results
HOMO-LUMO gap   10.190 eV
Spin multiplicity   1
Highest occupied orbital energy   -0.3346 Ha

Results of the Mulliken charge analysis, in e, for atoms 1 through 5: atom 1 (C): -1.158, atom 2 (C): 0.263, atom 3 (C): -0.739, atom 4 (C): -0.327, atom 5 (C): -0.560



Energies relative to the most stable structure, in hartree: P 0.0492; Q 0.0000.



P:
Here is C5H10O as an isolated structure from the Open Molecules 2025 dataset. Energies are from the ωB97M-V functional and the def2-TZVPD basis.

Geometry (Å):
C  -1.1898  -1.1431  -0.0131
C  -0.4815  0.1857  -0.1828
C  -1.4146  1.3793  -0.2049
C  0.8273  0.3609  0.5632
C  1.4237  0.3164  -0.6286
O  0.3195  0.1574  -1.4323
H  -1.9498  -1.2752  -0.7911
H  -1.6852  -1.1859  0.9634
H  -0.4708  -1.9645  -0.0783
H  -2.1788  1.2536  -0.9798
H  -0.8525  2.2962  -0.4035
H  -1.9175  1.4807  0.7632
H  2.7744  -1.4274  1.2885
H  1.1163  0.4799  1.5967
H  2.4185  0.3648  -1.0594
H  3.4390  -1.6394  1.5431

Results
HOMO-LUMO gap   9.889 eV
Spin multiplicity   1
Highest occupied orbital energy   -0.3239 Ha

Results of the Mulliken charge analysis, in e, for atoms 1 through 5: atom 1 (C): -1.426, atom 2 (C): 1.659, atom 3 (C): -1.429, atom 4 (C): -0.729, atom 5 (C): -0.420



Q:
Here is one molecule with the formula C5H10O from the Open Molecules 2025 dataset. Energies are from the ωB97M-V functional and the def2-TZVPD basis.

Geometry (Å):
C  2.0705  0.5875  -0.7474
C  0.7595  0.9073  -0.0287
C  0.2474  -0.2323  0.8259
O  -0.8179  0.0916  1.7130
C  -1.0619  -0.8984  0.7239
C  -2.1119  -0.6103  -0.3148
H  2.8235  0.2172  -0.0412
H  2.4807  1.4863  -1.2194
H  1.9405  -0.1708  -1.5270
H  0.9196  1.7514  0.6537
H  -0.0011  1.2345  -0.7463
H  1.0438  -0.8181  1.2962
H  -1.1242  -1.9062  1.1442
H  -1.9795  0.3718  -0.7754
H  -3.1077  -0.6362  0.1418
H  -2.0814  -1.3753  -1.0983

Results
HOMO-LUMO gap   11.140 eV
Spin multiplicity   1
Highest occupied orbital energy   -0.3675 Ha

Results of the Mulliken charge analysis, in e, for atoms 1 through 5: atom 1 (C): -1.233, atom 2 (C): -0.279, atom 3 (C): 0.021, atom 4 (O): -0.472, atom 5 (C): 0.084



R:
Here is one molecule with the formula C5H10O from the Open Molecules 2025 dataset. Energies are from the ωB97M-V functional and the def2-TZVPD basis.

Geometry (Å):
C  2.0722  0.1653  0.0677
C  0.7919  -0.2182  -0.6693
C  -0.4541  -0.2429  0.1957
O  -0.3931  -1.1500  1.2682
C  -1.2533  0.9787  0.5205
C  -1.7880  -0.0358  -0.4632
H  2.9405  0.0682  -0.5941
H  2.2284  -0.4845  0.9339
H  2.0335  1.2013  0.4219
H  0.9083  -1.2241  -1.0989
H  0.6272  0.4582  -1.5178
H  -0.6510  -2.0184  0.9393
H  -1.7053  0.9674  1.5080
H  -0.9498  1.9583  0.1624
H  -2.6244  -0.6584  -0.1578
H  -1.7828  0.2349  -1.5165

Results
HOMO-LUMO gap   10.925 eV
Spin multiplicity   1
Highest occupied orbital energy   -0.3639 Ha

Results of the Mulliken charge analysis, in e, for atoms 1 through 5: atom 1 (C): -1.144, atom 2 (C): -0.548, atom 3 (C): 0.789, atom 4 (O): -0.565, atom 5 (C): -0.637



Energies relative to the most stable structure, in hartree: P 0.0610; Q 0.0055; R 0.0000.